ORCA calculation (ωB97M-V with the def2-TZVPD basis set) on a structure of composition C58H47BCl4F2N4PZn.

## Properties
E_HOMO (spin up / spin down) ... -3.6 / -3.4 eV
Charge ... -1
Frontier orbital gap (spin up / spin down) ... 4.866 / 4.929 eV
LUMO (spin up / spin down) ... 1.27 / 1.48 eV

Geometry as XYZ:
```
118
C58H47BCl4F2N4PZn | the Open Molecules 2025 dataset | ωB97M-V with the def2-TZVPD basis set
Zn -0.14 0.38 -0.75
Cl 4.63 3.69 -8.00
C 3.82 3.16 -6.56
C 3.40 1.85 -6.45
C 2.85 1.41 -5.26
C 2.73 2.24 -4.12
C 3.00 3.61 -4.36
C 3.56 4.06 -5.54
C 2.29 1.72 -2.86
C 2.49 0.25 -2.51
C 3.06 -0.73 -3.50
C 2.39 -1.89 -3.36
C 1.35 -1.69 -2.38
C 0.44 -2.70 -1.93
C 0.93 -3.99 -1.54
C 2.30 -4.34 -1.65
C 2.80 -5.50 -1.12
C 1.96 -6.36 -0.43
Cl 2.61 -7.80 0.29
C 0.62 -6.04 -0.26
C 0.12 -4.88 -0.81
C -0.92 -2.32 -1.76
N -1.32 -1.09 -1.40
C -2.69 -1.05 -1.53
C -3.49 0.05 -1.23
C -4.92 0.00 -1.59
C -5.77 -0.98 -1.09
C -7.09 -1.05 -1.48
C -7.58 -0.12 -2.38
Cl -9.23 -0.20 -2.89
C -6.76 0.88 -2.88
C -5.44 0.93 -2.48
C -3.02 1.22 -0.60
C -3.81 2.33 -0.20
C -2.96 3.19 0.45
C -1.67 2.60 0.44
N -1.73 1.42 -0.20
C -0.43 3.19 0.88
C 0.67 3.08 0.00
C 1.59 4.15 -0.26
C 2.27 3.82 -1.39
C 1.84 2.51 -1.78
N 0.88 2.09 -0.90
C -0.32 3.98 2.08
C 0.95 4.33 2.59
C 1.09 5.09 3.73
C -0.03 5.47 4.45
Cl 0.15 6.42 5.89
C -1.28 5.06 4.04
C -1.42 4.31 2.89
C -3.14 -2.31 -2.04
C -2.05 -3.12 -2.15
N 1.35 -0.45 -1.94
H 3.50 1.17 -7.28
H 2.46 0.41 -5.23
H 2.76 4.34 -3.62
H 3.80 5.11 -5.65
H 3.94 -0.55 -4.08
H 2.52 -2.79 -3.94
H 2.99 -3.66 -2.11
H 3.85 -5.73 -1.22
H -0.02 -6.70 0.31
H -0.90 -4.61 -0.60
H -5.39 -1.70 -0.37
H -7.75 -1.82 -1.09
H -7.15 1.61 -3.58
H -4.78 1.70 -2.88
H -4.86 2.47 -0.38
H -3.22 4.18 0.81
H 1.65 5.08 0.26
H 3.09 4.37 -1.79
H 1.84 3.99 2.09
H 2.08 5.37 4.08
H -2.15 5.31 4.63
H -2.41 3.97 2.63
H -4.15 -2.57 -2.29
H -2.00 -4.12 -2.53
F 4.26 -0.92 -1.00
B 3.77 0.19 -1.51
F 4.59 1.21 -1.37
C 1.13 1.25 4.19
C 0.10 0.18 3.79
C -1.27 0.85 3.68
C 0.02 -0.89 4.87
P 0.49 -0.46 2.01
C -0.64 -1.91 2.04
C -0.36 -3.19 2.48
C -1.35 -4.17 2.45
C -2.63 -3.86 2.03
C -2.92 -2.57 1.61
C -1.93 -1.61 1.59
C 2.27 -1.14 2.03
C 2.36 -2.19 0.93
C 3.12 0.07 1.62
C 2.85 -1.72 3.32
H 0.81 1.74 5.11
H 1.21 2.01 3.41
H 2.11 0.82 4.37
H -1.48 1.41 4.60
H -2.05 0.12 3.53
H -1.29 1.56 2.85
H -0.32 -0.43 5.80
H 0.98 -1.35 5.07
H -0.69 -1.67 4.61
H 0.61 -3.46 2.86
H -1.11 -5.17 2.77
H -3.40 -4.61 2.04
H -3.91 -2.32 1.29
H -2.14 -0.62 1.22
H 1.89 -1.81 0.02
H 1.85 -3.11 1.19
H 3.40 -2.42 0.71
H 2.79 0.46 0.65
H 4.17 -0.21 1.54
H 3.03 0.89 2.34
H 2.25 -2.54 3.71
H 2.97 -0.97 4.10
H 3.84 -2.12 3.10
```

Löwdin population analysis, charges in e, atoms 1 to 6: 0.67, 0.63, -0.70, -0.11, -0.04, -0.14


ORCA calculation (ωB97M-V with the def2-TZVPD basis set) on a structure of composition C3H4O3Ru.

## Properties
Energy relative to the best compared isomer or geometry (same formula, charge and spin) ... 4.637 eV
Multiplicity ... 6
E_HOMO (spin up / spin down) ... -13.8 / -13.8 eV
Charge ... +1
Frontier orbital gap (spin up / spin down) ... 9.361 / 6.301 eV
LUMO (spin up / spin down) ... -4.44 / -7.48 eV

Geometry as XYZ:
```
11
C3H4O3Ru | the Open Molecules 2025 dataset | ωB97M-V with the def2-TZVPD basis set
H 1.39 2.40 -0.01
O -0.16 1.25 -0.06
C -1.70 1.03 -0.35
C -1.05 0.03 0.46
O -0.88 -1.23 -0.04
C 0.34 -1.93 0.06
O 1.31 -1.16 0.27
Ru 1.68 0.66 -0.29
H -1.93 0.80 -1.39
H -2.27 1.83 0.13
H -1.04 0.09 1.56
```

natural (NBO) population analysis, charges in e, atoms 1 to 6: -0.13, -0.67, -0.06, 0.32, -0.51, 0.63


ORCA calculation (ωB97M-V with the def2-TZVPD basis set) on a cluster of 10 separate species, C34H65N3O7 in total.

## Properties
Multiplicity ... 2
E_HOMO (spin up / spin down) ... 0.6 / -6.9 eV
Charge ... -1
Frontier orbital gap (spin up / spin down) ... 1.794 / 9.286 eV
LUMO (spin up / spin down) ... 2.40 / 2.35 eV

Geometry as XYZ:
```
109
C34H65N3O7 | the Open Molecules 2025 dataset | ωB97M-V with the def2-TZVPD basis set
C -0.19 -0.60 0.64
C 0.26 0.61 -0.02
N 0.66 1.56 -0.51
H 0.44 -1.42 0.30
H -1.22 -0.83 0.37
H -0.06 -0.46 1.72
C -3.31 -0.92 5.47
C -2.07 -0.75 4.81
N -1.06 -0.65 4.26
H -3.53 -1.99 5.41
H -4.16 -0.36 5.08
H -3.19 -0.84 6.55
C -2.84 -4.80 -0.51
C -2.56 -3.80 0.56
N -2.40 -3.01 1.41
H -3.37 -5.62 -0.03
H -1.95 -5.21 -0.99
H -3.48 -4.24 -1.19
C -4.49 0.00 1.85
C -4.25 0.47 0.42
C -5.14 1.57 0.14
O -5.42 2.19 1.42
C -4.97 1.33 2.50
H -3.58 -0.40 2.30
H -5.30 -0.72 2.00
H -4.50 -0.36 -0.25
H -3.20 0.67 0.20
H -6.03 1.09 -0.28
H -4.80 2.32 -0.57
H -5.75 1.15 3.25
H -4.14 1.82 3.01
C 2.88 -4.99 1.52
C 1.91 -4.23 0.63
C 2.02 -4.81 -0.78
O 3.41 -5.15 -0.85
C 3.96 -5.31 0.50
H 2.41 -5.93 1.83
H 3.12 -4.42 2.42
H 2.20 -3.19 0.52
H 0.97 -4.25 1.19
H 1.86 -4.09 -1.58
H 1.61 -5.76 -1.11
H 4.61 -4.43 0.49
H 4.63 -6.14 0.75
C -1.88 -0.33 -4.14
C -3.31 -0.73 -4.02
C -3.04 -2.20 -3.79
O -1.67 -2.48 -3.41
C -1.17 -1.19 -3.11
H -1.63 0.70 -3.87
H -1.51 -0.41 -5.16
H -3.99 -0.49 -4.85
H -3.74 -0.30 -3.12
H -3.11 -2.79 -4.70
H -3.72 -2.49 -3.00
H -0.11 -1.16 -3.34
H -1.14 -0.76 -2.11
C 3.28 -0.18 -4.13
C 2.94 -1.45 -4.95
C 3.15 -2.55 -3.87
O 2.71 -1.92 -2.64
C 3.00 -0.50 -2.64
H 2.80 0.73 -4.50
H 4.34 0.07 -4.14
H 3.56 -1.58 -5.84
H 1.90 -1.38 -5.24
H 4.20 -2.86 -3.81
H 2.75 -3.56 -3.97
H 3.91 -0.41 -2.05
H 2.07 -0.08 -2.26
C -1.80 4.08 -0.14
C -3.08 4.62 0.49
C -3.88 5.15 -0.71
O -3.17 4.59 -1.87
C -2.21 3.60 -1.43
H -1.38 3.23 0.39
H -1.08 4.89 -0.25
H -3.03 5.40 1.25
H -3.53 3.81 1.06
H -3.83 6.23 -0.75
H -4.83 4.63 -0.57
H -1.37 3.58 -2.13
H -2.63 2.59 -1.46
C 3.81 0.48 2.48
C 3.80 -0.59 3.61
C 4.53 -1.81 2.90
O 4.54 -1.48 1.45
C 3.61 -0.34 1.21
H 4.65 1.16 2.33
H 2.94 1.11 2.65
H 2.80 -0.82 3.97
H 4.19 -0.23 4.56
H 3.85 -2.58 3.27
H 5.54 -1.94 3.31
H 2.55 -0.56 1.11
H 3.93 0.09 0.26
C 2.03 4.29 1.17
C 2.38 5.43 0.34
C 3.48 6.07 1.08
O 3.88 5.18 2.18
C 2.69 4.55 2.53
H 2.39 3.34 0.77
H 0.96 4.16 1.29
H 1.57 6.08 0.00
H 2.72 5.01 -0.61
H 3.10 7.02 1.46
H 4.23 6.44 0.37
H 2.21 5.16 3.30
H 2.91 3.56 2.93
```

Löwdin population analysis, charges in e, atoms 1 to 6: -0.07, -0.29, 0.16, 0.07, 0.05, 0.06


ORCA calculation (ωB97M-V with the def2-TZVPD basis set) on a structure of composition C53H43Br2Cl4N2O5SeSiSn.

## Properties
Energy relative to the best compared isomer or geometry (same formula, charge and spin) ... 1.430 eV
E_HOMO ... -4.9 eV
Charge ... -1
Frontier orbital gap ... 6.351 eV
LUMO ... 1.49 eV

Geometry as XYZ:
```
112
C53H43Br2Cl4N2O5SeSiSn | the Open Molecules 2025 dataset | ωB97M-V with the def2-TZVPD basis set
Sn -0.04 -1.33 0.23
Cl 2.37 0.04 6.98
C 1.28 0.00 5.63
C -0.03 -0.44 5.78
Cl -0.56 -1.02 7.32
C -0.91 -0.44 4.70
Cl -2.53 -1.01 4.87
C -0.52 0.00 3.41
O -1.27 -0.03 2.38
C 0.81 0.53 3.32
O 1.22 1.02 2.13
C 1.69 0.47 4.38
Cl 3.34 0.95 4.12
Br 6.01 2.53 -2.28
C 4.68 1.36 -1.62
C 4.51 1.20 -0.26
C 3.50 0.34 0.15
N 2.72 -0.32 -0.70
C 2.89 -0.15 -2.00
C 3.87 0.69 -2.52
C 1.95 -0.91 -2.89
C 2.09 -0.91 -4.27
C 1.18 -1.63 -5.02
Br 1.32 -1.63 -6.91
C 0.18 -2.35 -4.40
C 0.11 -2.28 -3.02
N 0.96 -1.57 -2.28
H 5.12 1.73 0.46
H 3.30 0.19 1.20
H 4.00 0.84 -3.58
H 2.89 -0.37 -4.76
H -0.54 -2.92 -4.97
H -0.67 -2.80 -2.47
C 4.39 5.67 -1.18
C 3.32 4.79 -0.62
C 2.55 3.97 -1.44
C 1.55 3.15 -0.92
C 0.72 2.33 -1.87
C 1.32 3.15 0.46
Se -0.04 1.99 1.17
C 2.05 3.99 1.30
C 1.79 4.07 2.78
C 3.05 4.78 0.75
H 4.42 5.62 -2.27
H 5.38 5.38 -0.81
H 4.23 6.71 -0.89
H 2.73 3.98 -2.51
H 1.17 2.33 -2.87
H -0.29 2.73 -1.96
H 0.61 1.30 -1.53
H 0.72 3.99 2.99
H 2.16 5.02 3.18
H 2.29 3.26 3.31
H 3.63 5.43 1.40
C 3.02 -2.88 5.14
C 2.26 -3.22 3.89
C 0.88 -3.39 3.92
C 0.17 -3.76 2.78
C -1.33 -3.86 2.82
C 0.87 -3.99 1.60
C 2.25 -3.78 1.53
C 2.98 -3.97 0.23
C 2.92 -3.39 2.68
C 0.11 -4.39 0.35
O 0.07 -5.55 0.00
O -0.46 -3.40 -0.29
H 2.36 -2.52 5.92
H 3.78 -2.11 4.95
H 3.54 -3.77 5.52
H 0.34 -3.23 4.85
H -1.68 -4.12 3.82
H -1.71 -4.59 2.11
H -1.78 -2.89 2.58
H 2.48 -3.44 -0.59
H 3.01 -5.03 -0.05
H 4.00 -3.60 0.30
H 4.00 -3.23 2.63
O -1.65 -0.96 -0.95
Si -2.99 -0.17 -1.36
C -2.93 0.14 -3.22
C -4.06 0.07 -4.03
C -3.98 0.30 -5.40
C -2.76 0.61 -5.98
C -1.62 0.68 -5.20
C -1.71 0.44 -3.83
C -4.46 -1.25 -0.94
C -5.77 -0.76 -0.86
C -6.83 -1.59 -0.56
C -6.61 -2.94 -0.33
C -5.32 -3.45 -0.40
C -4.26 -2.61 -0.70
C -3.19 1.48 -0.50
C -3.49 1.51 0.87
C -3.58 2.71 1.56
C -3.36 3.91 0.90
C -3.06 3.90 -0.46
C -2.99 2.70 -1.14
H -5.02 -0.18 -3.59
H -4.87 0.24 -6.01
H -2.70 0.79 -7.05
H -0.66 0.90 -5.65
H -0.81 0.48 -3.23
H -5.95 0.30 -1.01
H -7.84 -1.19 -0.49
H -7.44 -3.60 -0.09
H -5.14 -4.50 -0.21
H -3.25 -3.01 -0.74
H -3.62 0.58 1.42
H -3.78 2.70 2.63
H -3.41 4.84 1.44
H -2.89 4.84 -0.98
H -2.77 2.71 -2.21
```

Löwdin population analysis, charges in e, atoms 1 to 6: 1.41, 0.65, -0.73, -0.72, 0.65, -0.61


ORCA calculation (ωB97M-V with the def2-TZVPD basis set) on a structure of composition C14H11Br2Cl2NO6Pb.

## Properties
Energy relative to the best compared isomer or geometry (same formula, charge and spin) ... 0.000 eV
E_HOMO ... -8.3 eV
Frontier orbital gap ... 7.610 eV
LUMO ... -0.72 eV

Geometry as XYZ:
```
37
C14H11Br2Cl2NO6Pb | the Open Molecules 2025 dataset | ωB97M-V with the def2-TZVPD basis set
Pb 0.30 -0.79 -1.66
O 3.40 -3.48 0.74
C 2.41 -3.08 -0.03
O 2.51 -2.75 -1.19
C 1.08 -3.33 0.64
O -0.04 -2.84 -0.11
C -1.17 -2.63 0.74
C -2.22 -1.89 -0.07
O -3.36 -2.01 0.34
O -1.84 -1.22 -1.14
H 4.26 -3.25 0.32
H 1.01 -4.40 0.88
H 1.12 -2.87 1.63
H -1.54 -3.53 1.19
H -0.88 -1.97 1.60
Cl 1.80 -0.40 3.13
C 1.78 1.03 2.09
C 1.88 2.28 2.67
C 1.72 3.39 1.89
Cl 2.06 4.96 2.61
C 1.28 3.34 0.56
C 1.07 4.42 -0.35
C 0.41 4.13 -1.53
C 0.04 2.81 -1.85
N 0.40 1.77 -1.09
C 1.05 2.03 0.07
C 1.39 0.83 0.80
O 1.12 -0.31 0.29
H 2.40 2.41 3.65
H 1.39 5.44 -0.09
H 0.19 4.97 -2.16
H -0.50 2.55 -2.77
Br -6.67 -0.65 -2.59
C -4.82 -1.13 -2.15
Br -4.09 -1.98 -3.74
H -4.71 -1.70 -1.26
H -4.25 -0.16 -2.06
```

natural (NBO) population analysis, charges in e, atoms 1 to 6: 1.52, -0.66, 0.80, -0.61, -0.19, -0.55


ORCA calculation (ωB97M-V with the def2-TZVPD basis set) on an isolated molecule of C6H7NS.

## Properties
Energy relative to the best compared isomer or geometry (same formula, charge and spin) ... 3.396 eV
E_HOMO ... -8.9 eV
Frontier orbital gap ... 9.710 eV
LUMO ... 0.80 eV

Geometry as XYZ:
```
15
C6H7NS | the Open Molecules 2025 dataset | ωB97M-V with the def2-TZVPD basis set
C -1.65 2.25 -0.23
C -0.84 1.45 -0.01
C 2.17 0.55 1.16
C 1.05 0.18 -1.10
C 0.11 0.27 0.18
C -0.62 -1.04 0.44
N 0.94 0.58 1.34
S 2.77 0.15 -0.36
H -2.32 3.10 -0.10
H 2.96 0.42 1.85
H 0.95 -0.69 -1.67
H 1.21 1.11 -1.81
H 0.12 -1.98 0.45
H -1.53 -1.15 -0.14
H -0.85 -1.03 1.58
```

natural (NBO) population analysis, charges in e, atoms 1 to 6: -0.22, -0.01, -0.07, -0.50, 0.00, -0.62


ORCA calculation (ωB97M-V with the def2-TZVPD basis set) on an isolated molecule of C4H7NO2.

## Properties
Energy relative to the best compared isomer or geometry (same formula, charge and spin) ... 0.045 eV
E_HOMO ... -10.0 eV
Frontier orbital gap ... 10.735 eV
LUMO ... 0.76 eV

Geometry as XYZ:
```
14
C4H7NO2 | the Open Molecules 2025 dataset | ωB97M-V with the def2-TZVPD basis set
C -1.55 -0.92 0.01
C -0.34 -0.26 -0.63
C -0.01 1.12 -0.01
N 1.28 0.86 0.57
C 1.79 -0.38 0.25
O 2.87 -0.82 0.52
O 0.82 -1.06 -0.42
H -1.44 -0.93 1.10
H -1.66 -1.95 -0.34
H -2.45 -0.36 -0.25
H -0.48 -0.18 -1.71
H -0.75 1.41 0.75
H 0.01 1.92 -0.77
H 1.91 1.56 0.91
```

natural (NBO) population analysis, charges in e, atoms 1 to 6: -0.63, 0.09, -0.23, -0.65, 0.88, -0.61


Number 1: strongest force on any atom 1.1 eV/Å. Number 2: strongest force on any atom 5.3 eV/Å. Number 3: strongest force on any atom 3.7 eV/Å. Number 4: strongest force on any atom 0.2 eV/Å. Number 5: strongest force on any atom 2.5 eV/Å. Number 6: strongest force on any atom 6.7 eV/Å. Number 7: strongest force on any atom 0.3 eV/Å.